Entry from the OMol25 dataset: a cluster of 10 separate species, C31H89N13O10 in total in a non-equilibrium geometry (ωB97M-V/def2-TZVPD).

Each line ends with the Mulliken charge.
Cartesian coordinates (Å):
C 0.084 -7.931 1.189  -0.8116
O 0.660 -7.462 0.010  -0.2584
C -0.324 -7.059 -0.926  -0.8362
C 0.111 -5.991 -1.840  0.7841
C 0.394 -4.717 -1.081  -0.9121
N -0.839 -5.710 -2.955  -0.7121
H 0.756 -8.552 1.764  0.2214
H -0.800 -8.538 0.917  0.4775
H -0.342 -7.137 1.812  0.3011
H -0.735 -7.961 -1.426  0.3325
H -1.241 -6.703 -0.411  0.4018
H 1.067 -6.206 -2.344  0.1922
H 1.020 -4.973 -0.240  -0.1052
H -0.548 -4.194 -0.853  0.3658
H 0.806 -3.951 -1.754  0.3078
H -0.707 -6.482 -3.607  0.2868
H -0.535 -4.865 -3.427  0.1391
C -0.023 -2.240 -4.162  -0.2670
O -0.951 -2.976 -4.892  -0.2636
C -1.079 -2.419 -6.155  -0.8047
C -1.859 -3.348 -7.005  0.4284
C -1.080 -4.670 -7.283  -1.3120
N -2.303 -2.763 -8.281  -0.7068
H -0.123 -2.553 -3.111  -0.3751
H -0.227 -1.169 -4.188  0.3917
H 1.010 -2.549 -4.372  0.3899
H -1.457 -1.396 -6.040  0.4144
H -0.083 -2.255 -6.613  0.3022
H -2.695 -3.681 -6.382  0.3094
H -1.798 -5.494 -7.379  0.3183
H -0.330 -4.999 -6.553  0.2799
H -0.578 -4.673 -8.257  0.3393
H -1.478 -2.633 -8.855  0.2694
H -2.937 -3.367 -8.778  0.2729
C 3.192 3.412 2.190  -1.0172
O 1.902 3.432 1.677  -0.2513
C 0.983 4.244 2.419  -0.3820
C 1.011 5.696 1.927  0.4008
C 0.232 6.626 2.860  -1.3128
N 0.341 5.859 0.597  -0.5488
H 3.123 3.177 3.258  0.3448
H 3.670 4.369 1.977  0.3144
H 3.792 2.638 1.712  0.3103
H -0.023 3.819 2.418  -0.0863
H 1.337 4.234 3.471  0.3742
H 2.067 5.977 1.908  0.4704
H -0.018 7.539 2.333  0.4173
H 0.748 6.839 3.807  0.4425
H -0.728 6.198 3.180  -0.0759
H 0.932 5.572 -0.180  -0.0116
H -0.543 5.343 0.560  0.1862
C -0.118 -2.145 6.376  -1.0428
O -0.081 -1.421 5.182  -0.2674
C -1.158 -0.444 5.196  -1.1486
C -1.333 0.268 3.873  1.5244
C -2.444 1.321 3.909  -1.5194
N -1.705 -0.644 2.753  -0.7989
H 0.866 -2.531 6.633  0.2845
H -0.845 -2.971 6.366  0.3530
H -0.448 -1.537 7.233  0.3805
H -2.094 -0.988 5.408  0.4430
H -0.977 0.303 5.980  0.3774
H -0.474 0.853 3.503  -0.0509
H -3.433 0.880 4.048  0.4213
H -2.419 1.830 2.938  0.0443
H -2.320 2.154 4.610  0.4101
H -1.431 -0.155 1.911  0.0256
H -1.211 -1.514 2.758  0.2490
C 2.038 2.839 -2.362  -0.5706
O 1.596 3.454 -3.547  -0.3442
C 1.394 4.841 -3.403  0.2383
C 0.259 5.407 -4.226  0.3770
C 0.185 6.894 -3.996  -1.5216
N -1.051 4.842 -3.846  -0.6588
H 1.377 3.108 -1.515  0.1888
H 3.066 3.156 -2.132  0.3857
H 1.961 1.753 -2.266  0.2521
H 1.243 5.171 -2.364  -0.4300
H 2.369 5.218 -3.748  0.2697
H 0.432 5.124 -5.268  0.4184
H 0.338 7.126 -2.933  0.3141
H -0.810 7.296 -4.182  0.4138
H 0.920 7.418 -4.606  0.3893
H -1.186 5.100 -2.867  0.2762
H -0.932 3.836 -3.902  0.1356
C 3.595 -6.549 1.911  -0.7313
O 2.546 -5.983 2.700  -0.4227
C 2.382 -4.621 2.412  -0.7312
C 1.305 -3.885 3.170  0.5383
C -0.082 -4.370 2.743  -1.4561
N 1.455 -2.411 2.889  0.1033
H 4.513 -5.982 2.140  0.3406
H 3.390 -6.430 0.839  0.2460
H 3.646 -7.592 2.196  0.2585
H 3.313 -4.142 2.819  0.3053
H 2.467 -4.375 1.344  0.3544
H 1.459 -3.993 4.253  0.3566
H -0.205 -4.231 1.669  0.1523
H -0.882 -3.858 3.265  0.3597
H -0.074 -5.449 2.919  0.3531
H 2.438 -2.147 2.988  0.1743
H 0.944 -1.972 3.688  0.1343
C -3.386 5.726 3.972  -1.0645
O -2.961 5.243 2.760  -0.0151
C -4.067 4.906 1.913  -1.0387
C -3.654 4.879 0.452  0.7776
C -4.788 4.404 -0.447  -1.5592
N -2.352 4.065 0.264  -0.1664
H -3.758 6.746 3.899  0.3388
H -2.581 5.721 4.717  0.2750
H -4.091 5.018 4.432  0.3902
H -4.413 3.874 2.135  0.2697
H -4.876 5.649 1.996  0.4364
H -3.391 5.910 0.138  0.1858
H -5.689 4.895 -0.043  0.4036
H -4.925 3.322 -0.475  0.3832
H -4.722 4.692 -1.494  0.3619
H -2.035 3.907 1.224  -0.0800
H -2.476 3.156 -0.164  0.1029
N -1.005 1.308 -3.087  -0.1457
C -2.272 0.888 -3.520  0.6673
N -3.006 0.247 -2.502  -0.3401
O -2.693 1.103 -4.649  -0.6963
H -0.738 1.221 -2.116  0.3786
H -0.449 1.924 -3.650  0.0875
H -2.564 0.183 -1.608  0.1041
H -3.858 -0.217 -2.714  0.2112
N 0.736 -1.247 0.088  0.1792
C 0.822 0.157 0.202  -0.2467
N 1.575 0.696 1.257  0.4928
O 0.208 0.875 -0.643  -0.5414
H 1.029 -1.871 0.848  -0.0352
H 0.042 -1.558 -0.563  0.1318
H 1.752 1.741 1.126  0.0211
H 2.285 0.073 1.622  -0.0008
N 6.210 -2.006 1.417  -0.4531
C 5.210 -1.314 2.114  0.5396
N 5.656 -0.166 2.813  -0.4038
O 3.988 -1.565 1.967  -0.6329
H 7.134 -1.643 1.373  0.1806
H 5.925 -2.645 0.703  0.2348
H 4.957 0.286 3.370  0.2156
H 6.574 0.205 2.772  0.1610

Output
* total charge: 0
* gap between HOMO and LUMO: 8.743 eV
* electronic energy: -73434.923 eV
* energy above the lowest of the compared OMol25 structures with the same formula, charge and spin: 44.8 kcal per mole
* molecular weight: 804.13 g mol⁻¹

***

Entry from the OMol25 dataset: a cluster of 10 separate species, C31H89N13O10 in total in a non-equilibrium geometry (ωB97M-V/def2-TZVPD).

Each line ends with the Mulliken charge.
Cartesian coordinates (Å):
C 14.113 -19.165 13.414  -0.5493
O 14.586 -18.478 14.542  -0.4549
C 15.946 -18.049 14.429  0.6715
C 16.079 -16.677 15.056  0.2192
C 17.117 -15.808 14.369  -1.4557
N 16.409 -16.704 16.506  -0.8123
H 13.085 -19.461 13.631  0.3774
H 14.680 -20.074 13.191  -0.0636
H 14.069 -18.494 12.548  0.3262
H 16.524 -18.812 14.970  -0.3860
H 16.299 -18.070 13.391  0.0905
H 15.117 -16.161 15.041  0.4281
H 17.110 -14.808 14.802  0.3696
H 16.934 -15.673 13.300  0.4140
H 18.118 -16.243 14.456  0.2096
H 17.358 -17.056 16.610  0.1374
H 15.852 -17.457 16.908  0.3837
C 21.223 -23.740 12.895  0.0944
O 21.235 -24.436 11.665  -0.3941
C 21.919 -23.756 10.651  -1.3724
C 21.214 -22.518 10.129  2.1947
C 19.800 -22.805 9.630  -1.1081
N 22.058 -21.932 9.108  -0.7744
H 20.430 -22.979 12.985  -0.0482
H 22.159 -23.207 13.077  0.4631
H 20.924 -24.487 13.631  -0.2950
H 22.944 -23.472 10.955  0.3957
H 22.183 -24.495 9.881  0.4390
H 21.125 -21.840 10.986  -0.8467
H 19.123 -23.265 10.355  0.1476
H 19.822 -23.507 8.790  0.4889
H 19.348 -21.865 9.307  0.1112
H 22.121 -22.546 8.301  0.2766
H 21.704 -21.074 8.699  0.2682
C 15.350 -26.052 11.116  -0.9059
O 16.437 -25.892 12.010  -0.2311
C 16.603 -27.004 12.868  -1.1126
C 17.707 -26.744 13.892  1.7621
C 19.071 -27.160 13.373  -1.7755
N 17.424 -27.483 15.157  -0.6753
H 14.624 -25.252 11.292  0.2610
H 14.804 -26.987 11.251  0.3988
H 15.719 -25.968 10.094  0.2997
H 15.666 -27.134 13.434  0.4897
H 16.777 -27.943 12.322  0.3565
H 17.629 -25.665 14.049  -0.7111
H 19.332 -26.720 12.408  0.3660
H 19.133 -28.248 13.261  0.4730
H 19.879 -26.914 14.068  0.3792
H 18.137 -28.215 15.198  0.2713
H 16.633 -28.107 14.977  0.2450
C 26.401 -23.842 16.132  -0.7193
O 25.781 -22.572 16.197  -0.3461
C 24.966 -22.312 15.084  -0.6818
C 23.928 -21.268 15.448  0.0500
C 22.941 -21.832 16.463  -1.0083
N 23.186 -20.863 14.226  -0.3290
H 27.148 -23.878 15.332  0.2976
H 25.650 -24.630 16.029  0.3243
H 26.916 -23.988 17.081  0.2446
H 25.593 -21.998 14.235  0.4430
H 24.431 -23.223 14.772  0.2384
H 24.465 -20.419 15.890  0.3855
H 22.300 -21.044 16.866  0.1248
H 23.453 -22.282 17.312  0.4752
H 22.296 -22.549 15.953  0.1188
H 22.951 -19.876 14.332  0.2943
H 23.917 -20.779 13.514  0.1715
C 21.159 -25.266 21.283  -0.7733
O 20.893 -25.172 19.909  -0.2573
C 19.531 -25.339 19.567  -0.6165
C 19.433 -25.872 18.151  0.3683
C 19.985 -24.825 17.177  -0.2034
N 18.024 -26.184 17.903  -0.7299
H 20.868 -24.343 21.811  0.2857
H 22.226 -25.417 21.424  0.2340
H 20.570 -26.066 21.747  0.3198
H 19.028 -25.969 20.311  0.4809
H 18.971 -24.393 19.654  -0.0343
H 20.083 -26.753 18.140  0.2922
H 19.997 -25.222 16.157  -0.1240
H 20.997 -24.487 17.408  0.3896
H 19.306 -23.968 17.215  -0.1578
H 17.559 -25.276 17.930  0.3166
H 17.884 -26.541 16.956  0.2609
C 14.795 -21.983 11.521  1.6894
O 15.237 -21.645 10.245  -0.3419
C 14.978 -20.273 9.956  0.0465
C 15.496 -19.894 8.601  0.3761
C 16.980 -20.094 8.366  -1.1210
N 15.064 -18.509 8.339  -0.7229
H 15.111 -23.015 11.681  -0.5779
H 13.708 -21.903 11.653  0.4745
H 15.262 -21.382 12.314  -1.3533
H 13.883 -20.187 9.940  0.3901
H 15.349 -19.635 10.771  -0.3960
H 14.975 -20.475 7.836  0.3928
H 17.244 -19.993 7.311  0.3839
H 17.280 -21.134 8.559  0.2384
H 17.658 -19.481 8.964  0.0762
H 15.033 -18.328 7.346  0.2865
H 15.709 -17.843 8.747  0.2363
C 17.532 -22.663 14.083  -0.7951
O 18.089 -21.379 14.053  0.7339
C 18.342 -20.884 12.760  1.3778
C 19.038 -19.538 12.900  1.4922
C 19.226 -18.884 11.549  -1.3424
N 20.276 -19.587 13.684  -0.3406
H 17.549 -23.016 15.110  0.3422
H 18.014 -23.432 13.462  0.1056
H 16.499 -22.650 13.712  0.1966
H 18.952 -21.616 12.210  -1.3056
H 17.406 -20.739 12.199  -0.5463
H 18.318 -18.935 13.466  -1.0459
H 19.808 -17.966 11.626  0.5343
H 18.257 -18.713 11.080  0.1847
H 19.799 -19.527 10.867  0.0888
H 19.966 -19.990 14.576  0.2547
H 20.891 -20.344 13.379  0.0147
N 16.332 -21.746 17.080  -0.1238
C 16.795 -22.384 18.203  0.4401
N 18.038 -21.975 18.582  -0.0391
O 16.171 -23.268 18.777  -0.7130
H 16.830 -20.952 16.714  -0.0230
H 15.419 -21.974 16.739  0.1686
H 18.410 -22.255 19.468  0.2896
H 18.485 -21.225 18.066  0.2284
N 18.935 -17.838 18.285  -0.4093
C 19.529 -18.592 17.311  0.3893
N 20.340 -17.907 16.453  -0.3205
O 19.328 -19.792 17.168  -0.5668
H 19.120 -16.852 18.280  0.2012
H 18.188 -18.247 18.815  0.2077
H 20.653 -16.968 16.612  0.1943
H 20.681 -18.431 15.663  0.0710
N 24.474 -15.762 8.422  -0.4014
C 23.179 -16.043 8.784  0.5694
N 23.046 -17.018 9.749  -0.3575
O 22.210 -15.502 8.287  -0.6206
H 25.243 -16.123 8.955  0.1839
H 24.602 -14.958 7.836  0.2378
H 23.818 -17.600 10.015  0.1891
H 22.104 -17.321 9.910  0.2057

Output
* total charge: 0
* gap between HOMO and LUMO: 8.559 eV
* electronic energy: -73436.266 eV
* energy above the lowest of the compared OMol25 structures with the same formula, charge and spin: 13.8 kcal per mole
* molecular weight: 804.13 g mol⁻¹

***

Entry from the OMol25 dataset: a cluster of 14 separate species, C32H100N8O14 in total in a non-equilibrium geometry (ωB97M-V/def2-TZVPD).

Each line ends with the Mulliken charge.
Cartesian coordinates (Å):
C -2.262 3.397 5.064  -1.2019
C -1.803 4.764 4.618  1.3256
C -1.741 4.898 3.121  -0.8533
O -0.876 3.909 2.609  0.1292
C -0.746 3.983 1.235  -0.7228
N -2.699 5.862 5.093  -0.8133
H -2.229 3.298 6.150  0.4237
H -1.569 2.632 4.689  0.2528
H -3.238 3.098 4.677  0.1865
H -0.818 5.044 5.005  -0.4453
H -1.493 5.903 2.766  0.3649
H -2.760 4.671 2.746  0.2171
H -0.446 5.001 0.929  0.4338
H -1.629 3.780 0.614  0.2517
H 0.005 3.327 0.788  -0.0834
H -3.630 5.633 4.730  0.2961
H -2.863 5.712 6.088  0.2897
C 3.281 -5.009 0.663  -1.5007
C 2.303 -4.360 1.654  1.8941
C 1.362 -5.346 2.318  -1.1820
O 0.721 -6.111 1.304  -0.3879
C -0.086 -7.114 1.861  -0.9677
N 2.981 -3.622 2.719  -0.3463
H 2.936 -5.017 -0.371  0.3014
H 3.504 -6.048 0.928  0.3170
H 4.229 -4.476 0.722  0.4439
H 1.688 -3.652 1.085  -1.0303
H 0.669 -4.809 2.971  0.3797
H 1.931 -6.052 2.944  0.5812
H 0.526 -7.946 2.231  0.3100
H -0.809 -7.485 1.140  0.3076
H -0.653 -6.761 2.733  0.3797
H 3.467 -4.248 3.346  0.2371
H 3.599 -2.903 2.376  0.0078
C -4.998 -2.913 -1.976  -1.7265
C -3.805 -2.274 -1.274  0.7913
C -3.843 -2.604 0.198  -0.9471
O -2.672 -2.185 0.852  0.0985
C -2.134 -3.130 1.755  -0.9952
N -2.540 -2.734 -1.917  -0.1583
H -5.918 -2.492 -1.558  0.3769
H -5.000 -4.000 -1.936  0.4427
H -5.007 -2.579 -3.016  0.4216
H -3.805 -1.205 -1.506  0.1377
H -3.987 -3.694 0.288  0.3243
H -4.746 -2.212 0.691  0.3356
H -1.225 -2.715 2.190  0.1113
H -1.918 -4.083 1.268  0.4242
H -2.849 -3.267 2.578  0.3458
H -2.672 -3.714 -2.174  0.3828
H -1.830 -2.853 -1.191  -0.4017
C 1.736 0.639 -8.159  -1.5510
C 1.123 -0.742 -8.141  0.4976
C 1.765 -1.718 -9.102  -0.6465
O 1.624 -1.287 -10.445  -0.3764
C 0.365 -1.553 -11.021  -0.7032
N 1.076 -1.326 -6.791  -0.3431
H 1.275 1.259 -7.387  0.3817
H 1.670 1.117 -9.135  0.3711
H 2.793 0.608 -7.866  0.3261
H 0.055 -0.688 -8.391  0.1324
H 1.315 -2.713 -9.014  0.3772
H 2.843 -1.729 -8.922  0.3632
H 0.418 -2.451 -11.644  0.2533
H 0.101 -0.709 -11.661  0.2612
H -0.429 -1.657 -10.276  0.3377
H 0.845 -0.638 -6.073  0.1149
H 1.979 -1.690 -6.489  0.2464
C 5.026 -0.835 0.776  -0.9704
C 5.471 0.129 1.853  0.7395
C 4.879 -0.237 3.210  -1.1148
O 3.505 -0.520 3.112  0.3148
C 2.930 -1.155 4.243  -1.0167
N 6.938 0.072 1.912  -0.7261
H 3.977 -0.722 0.495  -0.1899
H 5.168 -1.877 1.063  0.2330
H 5.578 -0.547 -0.122  0.4455
H 5.168 1.149 1.606  0.2393
H 5.090 0.557 3.943  0.3645
H 5.403 -1.149 3.552  0.4087
H 3.307 -0.706 5.172  0.3019
H 3.229 -2.210 4.293  0.3812
H 1.856 -1.042 4.141  0.2766
H 7.261 0.372 2.829  0.2682
H 7.211 -0.903 1.829  0.2931
C 0.809 0.109 0.820  0.3275
C 0.493 -0.127 -0.660  1.1281
C 0.942 -1.449 -1.229  -1.3437
O 0.763 -1.329 -2.603  0.7097
C 0.821 -2.548 -3.320  0.1183
N -0.967 0.012 -0.853  0.3709
H 0.187 -0.580 1.398  0.1466
H 0.608 1.137 1.109  -0.5658
H 1.877 -0.085 0.931  -0.4392
H 1.026 0.657 -1.217  0.1595
H 0.379 -2.285 -0.784  -0.3124
H 1.999 -1.702 -1.025  0.2867
H 1.780 -3.066 -3.235  0.3657
H 0.560 -2.307 -4.345  -0.3647
H 0.030 -3.217 -2.965  -0.1192
H -1.243 -0.502 -1.690  0.0837
H -1.405 -0.476 -0.073  -0.1917
C 2.586 6.683 5.979  -1.5075
C 3.265 5.454 5.430  0.4111
C 2.421 4.735 4.410  -0.3095
O 3.106 3.606 3.963  -0.3123
C 2.413 2.879 2.981  -0.1432
N 4.584 5.868 4.861  -0.7493
H 1.617 6.485 6.431  0.3746
H 2.488 7.423 5.171  0.3395
H 3.231 7.212 6.683  0.3934
H 3.451 4.758 6.255  0.3120
H 2.123 5.392 3.577  0.2210
H 1.483 4.451 4.925  0.0007
H 1.370 2.727 3.304  0.1314
H 2.904 1.911 2.928  -0.1357
H 2.319 3.374 2.006  0.3015
H 4.344 6.682 4.297  0.2928
H 4.907 5.157 4.212  0.2927
C -7.293 1.005 -0.144  -1.1017
C -7.187 1.274 1.343  0.4624
C -5.891 1.933 1.767  -0.8659
O -4.822 1.211 1.238  -0.0703
C -3.632 1.936 1.230  -0.0994
N -8.305 2.026 1.957  -0.6977
H -8.238 0.508 -0.366  0.4068
H -6.465 0.374 -0.467  0.0732
H -7.230 1.921 -0.742  0.2825
H -7.187 0.301 1.859  0.0955
H -5.763 2.132 2.834  0.3364
H -5.880 2.932 1.277  0.4010
H -2.858 1.346 0.742  -0.4076
H -3.233 2.157 2.235  0.1584
H -3.774 2.909 0.743  0.4235
H -9.162 1.747 1.474  0.2880
H -8.244 2.983 1.588  0.2942
O 0.676 2.457 -2.760  -0.7311
H 1.218 3.178 -2.431  0.2637
H -0.143 2.478 -2.226  0.3716
O -0.447 -4.688 -0.645  -0.4209
H 0.138 -4.997 0.077  0.2755
H -0.157 -5.162 -1.430  0.2614
O -1.531 2.649 -1.625  -0.7951
H -2.368 2.405 -2.031  0.3158
H -1.195 1.814 -1.216  0.3219
O -0.856 -3.217 -6.100  -0.7117
H -0.150 -2.613 -6.450  0.3628
H -1.495 -2.611 -5.711  0.3248
O -0.223 0.471 -4.413  -0.8190
H 0.071 -0.323 -3.959  0.2978
H 0.114 1.188 -3.843  0.4774
O 3.403 0.228 -3.591  -0.7128
H 2.484 0.158 -3.300  0.3150
H 3.895 0.451 -2.796  0.2994

Output
* total charge: 0
* gap between HOMO and LUMO: 9.642 eV
* electronic energy: -75388.384 eV
* energy above the lowest of the compared OMol25 structures with the same formula, charge and spin: 0.0 kcal per mole
* molecular weight: 821.19 g mol⁻¹

***

Which of these has the highest energy above the lowest of the compared OMol25 structures with the same formula, charge and spin? number 1

***

The lowest energy above the lowest of the compared OMol25 structures with the same formula, charge and spin belongs to which entry? C32H100N8O14